No. 1
{"formula": "C4H8KO2S", "method": "ωB97M-V/def2-TZVPD", "homo_ha": -0.4910, "gap_ev": 9.47, "largest_force_ev_per_a": 4.859, "charge": 1, "energy_ha": -1305.58742, "lumo_ev": -3.888, "e_above_lowest_kcal_mol": 0.0, "spin_multiplicity": 1, "species": ["K", "C", "C", "C", "S", "O", "O", "C", "H", "H", "H", "H", "H", "H", "H", "H"], "positions_angstrom": [[-1.038897, 4.128169, 2.815920], [-0.550467, -1.374071, -0.398160], [0.224523, -0.576041, -1.432720], [1.198803, 0.324579, -0.673160], [0.394123, 0.845799, 0.901980], [-0.212407, 2.174269, 0.799020], [1.113723, 0.330989, 2.055560], [-1.053047, -0.437711, 0.723090], [0.222553, -2.104171, -0.158390], [-1.282727, -2.029631, -0.869470], [-0.352617, 0.141059, -2.016470], [0.639383, -1.311691, -2.121790], [1.576883, 1.238489, -1.131330], [2.077013, -0.233881, -0.349190], [-1.943987, 0.032019, 0.306360], [-1.012857, -1.148181, 1.548750]], "atomic_forces_ev_per_a": [[0.16, -0.29, -0.28], [0.85, 0.10, -0.90], [-0.60, 1.32, -0.47], [1.19, 0.04, 0.76], [-2.78, -3.96, -0.51], [0.83, 0.25, 0.65], [0.19, 1.57, -0.55], [2.16, -0.74, -1.51], [-0.10, -0.04, 1.31], [-0.56, 0.51, 0.11], [-0.61, -0.37, -0.19], [0.64, 0.51, -0.04], [-0.35, -0.11, -0.38], [0.02, -0.01, 0.24], [-0.17, 0.09, 0.95], [-0.87, 1.12, 0.81]]}

=====

No. 2
{"formula": "C4H8N", "method": "ωB97M-V/def2-TZVPD", "homo_ha": -0.5589, "gap_ev": 10.01, "largest_force_ev_per_a": 3.701, "charge": 1, "energy_ha": -211.59536, "lumo_ev": -5.199, "e_above_lowest_kcal_mol": 47.5, "spin_multiplicity": 1, "species": ["C", "C", "C", "C", "N", "H", "H", "H", "H", "H", "H", "H", "H"], "positions_angstrom": [[0.932037, -0.732021, -0.008681], [-1.713848, -0.608804, 0.008946], [-1.611146, 0.888252, -0.016226], [1.971036, 0.311135, -0.011351], [-0.302607, -0.577370, -0.026587], [1.269825, -1.773122, 0.023209], [-2.089898, -1.044872, 0.933979], [-2.151685, -1.097255, -0.861114], [-1.523128, 1.426320, -0.943353], [-1.490483, 1.426413, 0.906210], [1.834407, 1.014497, -0.832529], [1.914595, 0.894124, 0.908821], [2.960898, -0.127297, -0.081320]], "atomic_forces_ev_per_a": [[0.36, -0.86, 0.02], [-0.70, -0.61, 0.05], [2.29, -2.18, -0.02], [0.28, 0.56, -0.01], [-1.99, 3.12, -0.01], [-0.02, -0.05, -0.01], [-0.04, 0.05, -0.09], [0.01, 0.11, 0.06], [-0.05, -0.05, -0.27], [-0.02, 0.03, 0.27], [-0.10, -0.04, -0.08], [-0.04, -0.03, 0.10], [0.01, -0.05, -0.01]]}

=====

No. 3
{"formula": "C4H8N", "method": "ωB97M-V/def2-TZVPD", "homo_ha": -0.5510, "gap_ev": 11.43, "largest_force_ev_per_a": 7.544, "charge": 1, "energy_ha": -211.62373, "lumo_ev": -3.561, "e_above_lowest_kcal_mol": 29.7, "spin_multiplicity": 1, "species": ["C", "C", "N", "C", "C", "H", "H", "H", "H", "H", "H", "H", "H"], "positions_angstrom": [[0.451208, -0.866669, -0.850955], [-0.924183, -0.701431, -1.035228], [-1.153674, 0.300195, 0.083086], [0.176835, 0.619149, 0.852347], [1.292103, -0.200825, 0.335015], [1.060889, -1.365884, -1.521336], [-1.785185, -0.884321, -1.605129], [-1.828845, 0.259379, 0.779819], [-1.555824, 1.125333, -0.492723], [0.034129, 0.747627, 1.981913], [0.484815, 1.664967, 0.515483], [2.113687, 0.358701, 0.041141], [1.634045, -1.056221, 0.916566]], "atomic_forces_ev_per_a": [[-1.88, 0.41, -0.97], [5.98, 1.02, 4.48], [0.35, 3.16, -1.87], [-0.20, 4.02, 0.97], [-3.80, -3.46, -1.34], [0.71, -1.36, -1.45], [-0.44, -0.75, -1.05], [-2.07, -1.45, 1.53], [1.36, -0.83, 1.44], [-0.31, -0.77, -1.71], [-0.98, -1.09, 0.51], [1.40, 0.94, -0.94], [-0.12, 0.16, 0.38]]}

=====

No. 4
{"formula": "C4H8N", "method": "ωB97M-V/def2-TZVPD", "homo_ha": -0.5414, "gap_ev": 9.27, "largest_force_ev_per_a": 5.846, "charge": 1, "energy_ha": -211.65480, "lumo_ev": -5.457, "e_above_lowest_kcal_mol": 10.2, "spin_multiplicity": 1, "species": ["C", "C", "C", "C", "N", "H", "H", "H", "H", "H", "H", "H", "H"], "positions_angstrom": [[-2.264956, 0.000086, -0.054198], [-0.843322, 0.308678, 0.242949], [0.180169, -0.548725, -0.168312], [1.578429, -0.449893, -0.130224], [2.321688, 0.549238, 0.086189], [-2.220678, -1.030929, -0.256889], [-2.918813, 0.320428, 0.775906], [-2.457042, 0.837203, -0.789535], [-0.524592, 1.204404, 0.707371], [-0.278938, -1.490550, -0.514018], [1.920977, -1.459372, -0.392173], [2.135991, 1.397525, 0.482256], [3.371089, 0.361906, 0.010682]], "atomic_forces_ev_per_a": [[1.29, 3.08, 1.29], [2.18, -1.31, -0.73], [-3.70, 0.44, 0.71], [-2.62, -2.31, -0.64], [5.39, -2.15, -0.74], [-1.26, -1.05, -1.05], [0.23, -0.61, -0.16], [-0.34, -1.50, -0.22], [-0.18, 1.16, 0.49], [1.06, 0.22, -0.08], [1.26, 0.84, 0.00], [-1.36, 2.68, 0.93], [-1.94, 0.50, 0.20]]}

=====

No. 5
{"formula": "C4H8N2", "method": "ωB97M-V/def2-TZVPD", "homo_ha": -0.3534, "gap_ev": 9.63, "largest_force_ev_per_a": 1.387, "charge": 0, "energy_ha": -266.63346, "lumo_ev": 0.013, "e_above_lowest_kcal_mol": 55.6, "spin_multiplicity": 1, "species": ["C", "N", "C", "C", "C", "N", "H", "H", "H", "H", "H", "H", "H", "H"], "positions_angstrom": [[1.930424, 0.045573, 0.286747], [0.581764, -0.478219, 0.421745], [-0.277265, -0.315914, -0.575022], [-1.716321, -0.695947, -0.443619], [-0.618618, 1.794328, -0.023244], [-0.773619, 2.034673, 1.114850], [2.330338, -0.211328, -0.697989], [2.563996, -0.390984, 1.059099], [1.890777, 1.138889, 0.394532], [0.150978, -0.210948, 1.303207], [0.166136, -0.396291, -1.570753], [-2.281947, -0.029896, -1.092730], [-1.894033, -1.732459, -0.760628], [-2.052606, -0.551473, 0.583804]], "atomic_forces_ev_per_a": [[0.14, -0.05, -0.02], [-0.26, 0.03, -0.15], [0.08, 0.02, 0.25], [-0.04, 0.19, 0.06], [-0.08, -0.36, 0.96], [0.09, 0.10, -1.38], [-0.06, 0.03, 0.17], [-0.03, 0.08, -0.10], [0.03, -0.17, -0.01], [0.15, -0.36, 0.05], [-0.15, 0.51, 0.19], [-0.11, -0.14, 0.07], [0.26, 0.15, 0.05], [-0.02, -0.04, -0.13]]}

=====

No. 6
{"formula": "C4H8N2", "method": "ωB97M-V/def2-TZVPD", "homo_ha": -0.3535, "gap_ev": 10.59, "largest_force_ev_per_a": 1.143, "charge": 0, "energy_ha": -266.69885, "lumo_ev": 0.972, "e_above_lowest_kcal_mol": 14.5, "spin_multiplicity": 1, "species": ["C", "N", "C", "C", "C", "N", "H", "H", "H", "H", "H", "H", "H", "H"], "positions_angstrom": [[-0.791468, -0.383316, 1.747737], [-0.066607, 0.435020, 0.789586], [-0.004646, -0.100345, -0.561288], [0.283921, 1.026791, -1.572366], [0.964424, -1.224686, -0.669029], [1.736623, -2.087559, -0.673982], [-1.833343, -0.470669, 1.417869], [-0.796472, 0.137013, 2.709234], [-0.389355, -1.398228, 1.898003], [0.872125, 0.634958, 1.122528], [-0.988991, -0.529929, -0.779935], [-0.397603, 0.970169, -2.424288], [0.103257, 1.970567, -1.052748], [1.308136, 1.020214, -1.951321]], "atomic_forces_ev_per_a": [[-0.12, -0.09, 0.14], [0.15, -0.01, 0.05], [-0.12, 0.01, -0.06], [0.01, 0.04, -0.07], [0.63, -0.72, 0.03], [-0.76, 0.85, -0.04], [0.16, -0.02, 0.06], [0.01, -0.13, -0.10], [0.00, 0.15, -0.07], [-0.14, 0.02, -0.03], [0.10, 0.08, 0.06], [0.15, -0.04, 0.06], [0.02, -0.10, -0.14], [-0.09, -0.06, 0.11]]}

=====

No. 7
{"formula": "C4H8N2", "method": "ωB97M-V/def2-TZVPD", "homo_ha": -0.3299, "gap_ev": 9.99, "largest_force_ev_per_a": 4.365, "charge": 0, "energy_ha": -266.62040, "lumo_ev": 1.014, "e_above_lowest_kcal_mol": 63.8, "spin_multiplicity": 1, "species": ["C", "C", "C", "C", "N", "N", "H", "H", "H", "H", "H", "H", "H", "H"], "positions_angstrom": [[2.646748, -0.209771, -0.389504], [-0.492849, 0.345835, 0.150582], [-1.757777, 1.096010, -0.182716], [-0.644814, -1.109381, 0.460825], [2.107846, 0.337932, 0.582121], [0.522339, 1.066509, 0.131254], [3.634317, -0.636875, -0.229945], [2.240764, -0.314574, -1.396756], [-1.531483, 2.152647, -0.293326], [-2.484161, 0.963194, 0.616560], [-2.182078, 0.718355, -1.110964], [-1.495941, -1.526433, -0.076712], [0.258233, -1.659744, 0.208380], [-0.821138, -1.223705, 1.530197]], "atomic_forces_ev_per_a": [[0.35, -0.45, -1.11], [-0.73, -0.59, -0.01], [0.03, 0.10, 0.04], [0.32, -0.16, 0.03], [-3.91, 1.32, 0.43], [4.34, -0.17, 0.43], [0.16, 0.03, 0.08], [-0.20, 0.10, 0.02], [-0.06, 0.02, -0.02], [-0.15, -0.04, 0.04], [-0.10, -0.08, -0.05], [0.03, -0.01, 0.03], [-0.02, -0.05, 0.04], [-0.05, -0.05, 0.05]]}

=====

No. 8
{"formula": "C4H8N2", "method": "ωB97M-V/def2-TZVPD", "homo_ha": -0.3120, "gap_ev": 9.47, "largest_force_ev_per_a": 0.744, "charge": 0, "energy_ha": -266.64068, "lumo_ev": 0.985, "e_above_lowest_kcal_mol": 51.0, "spin_multiplicity": 1, "species": ["C", "C", "N", "H", "H", "H", "C", "N", "C", "H", "H", "H", "H", "H"], "positions_angstrom": [[2.228081, -1.197498, -1.409244], [1.854745, 0.019374, -1.075222], [1.560928, 1.183044, -0.849293], [1.943070, -1.577102, -2.384145], [2.924117, -1.752030, -0.793291], [0.618757, 1.303407, -0.444097], [-1.407750, 1.430184, 1.435758], [-0.947118, 0.761796, 0.469063], [-1.324777, -0.635706, 0.364276], [-1.145552, 2.483064, 1.545418], [-2.075133, 0.989025, 2.184102], [-0.450571, -1.262201, 0.574291], [-1.634414, -0.839820, -0.664010], [-2.144384, -0.905543, 1.046397]], "atomic_forces_ev_per_a": [[0.13, 0.19, -0.04], [-0.01, 0.50, -0.12], [0.16, -0.62, -0.37], [0.08, 0.03, 0.14], [-0.24, -0.02, 0.04], [0.14, -0.11, 0.20], [0.01, -0.10, -0.15], [-0.27, 0.24, 0.39], [-0.07, -0.15, -0.02], [0.03, -0.15, -0.03], [-0.02, 0.05, -0.02], [-0.13, 0.12, -0.08], [0.05, 0.00, 0.12], [0.14, 0.03, -0.05]]}

=====

No. 9
{"formula": "C4H8N2", "method": "ωB97M-V/def2-TZVPD", "homo_ha": -0.2848, "gap_ev": 8.78, "largest_force_ev_per_a": 4.082, "charge": 0, "energy_ha": -266.55196, "lumo_ev": 1.033, "e_above_lowest_kcal_mol": 106.7, "spin_multiplicity": 1, "species": ["N", "N", "C", "C", "C", "C", "H", "H", "H", "H", "H", "H", "H", "H"], "positions_angstrom": [[-0.006953, -1.554443, 1.805205], [0.800783, -0.597388, 0.957525], [0.082463, -0.092553, -0.134450], [-0.402529, -0.639615, -1.386249], [0.375504, 0.693928, -1.403461], [-0.530531, 1.406895, -0.563928], [-0.239314, -0.886576, 2.623249], [-0.844893, -1.622646, 1.162128], [1.273983, 0.083463, 1.476110], [-1.454318, -0.738782, -1.649076], [0.134895, -1.546006, -1.741620], [1.344430, 0.960668, -1.826977], [-0.236590, 2.211658, 0.047768], [-1.682417, 1.326312, -0.748066]], "atomic_forces_ev_per_a": [[-0.28, 2.99, -0.12], [-0.52, -2.25, -1.58], [-0.95, 3.66, -0.67], [1.68, -1.84, -1.26], [0.57, -2.44, 0.05], [-3.16, -1.80, 1.85], [-0.48, -1.76, -1.47], [0.72, -0.08, 1.60], [0.57, 0.90, 0.95], [-0.14, 0.63, 0.11], [-0.08, 0.68, 0.14], [-0.54, -0.24, -0.12], [0.46, 0.97, 0.53], [2.12, 0.59, 0.01]]}

=====

No. 10
{"formula": "C4H8N2", "method": "ωB97M-V/def2-TZVPD", "homo_ha": -0.3692, "gap_ev": 11.10, "largest_force_ev_per_a": 2.796, "charge": 0, "energy_ha": -266.57723, "lumo_ev": 1.052, "e_above_lowest_kcal_mol": 90.8, "spin_multiplicity": 1, "species": ["C", "C", "N", "N", "C", "C", "H", "H", "H", "H", "H", "H", "H", "H"], "positions_angstrom": [[0.334597, 1.487291, -1.015779], [0.547457, 0.705683, 0.241079], [1.271751, -0.638027, -0.031492], [0.866075, -1.152234, 1.441894], [-0.072361, -0.632414, 0.552691], [-1.263601, -1.299462, 0.005279], [-0.005031, 0.734490, -1.785244], [1.261200, 1.904023, -1.495189], [-0.389462, 2.384863, -0.750144], [0.829934, 1.216364, 1.273588], [1.360396, -0.463919, 1.945841], [-1.005704, -2.334395, -0.207418], [-1.509066, -0.548306, -0.807999], [-2.226185, -1.363955, 0.632894]], "atomic_forces_ev_per_a": [[-0.97, 1.02, -0.35], [1.29, -0.89, 2.31], [-1.18, 0.27, 1.54], [0.65, -1.34, -1.85], [0.26, 1.61, -0.06], [-1.75, 0.98, 0.12], [-0.34, 1.17, 0.64], [-0.63, -0.27, 0.98], [1.20, -1.94, -1.11], [-0.16, -0.52, -2.44], [0.11, 1.10, 1.30], [-0.10, 0.13, -0.84], [-0.10, -1.80, 0.11], [1.73, 0.48, -0.36]]}

=====

No. 11
{"formula": "C4H8N2", "method": "ωB97M-V/def2-TZVPD", "homo_ha": -0.3422, "gap_ev": 10.39, "largest_force_ev_per_a": 0.300, "charge": 0, "energy_ha": -266.64029, "lumo_ev": 1.084, "e_above_lowest_kcal_mol": 51.3, "spin_multiplicity": 1, "species": ["C", "N", "C", "C", "C", "N", "H", "H", "H", "H", "H", "H", "H", "H"], "positions_angstrom": [[1.958402, 0.041823, -0.291407], [1.392934, -1.030693, 0.514140], [0.615857, -0.503145, -0.599460], [-0.549103, 0.393898, -0.266023], [-1.926153, -0.099104, -0.032562], [-1.066382, 0.257974, 1.094178], [2.823445, -0.228985, -0.892770], [1.978865, 1.056771, 0.110342], [0.992575, -0.674844, 1.382472], [0.486191, -1.200193, -1.427937], [-0.473347, 1.407414, -0.664918], [-2.166361, -1.157281, -0.127555], [-2.740220, 0.580678, -0.285290], [-1.326701, 1.155681, 1.486793]], "atomic_forces_ev_per_a": [[0.18, 0.18, -0.15], [0.02, -0.14, 0.21], [-0.15, -0.02, -0.05], [0.06, 0.09, -0.22], [-0.20, -0.04, -0.13], [-0.07, 0.19, 0.23], [-0.15, 0.04, 0.10], [0.03, -0.22, -0.01], [0.04, -0.06, -0.19], [0.02, 0.21, 0.12], [-0.05, -0.19, 0.06], [0.16, 0.20, 0.05], [0.14, -0.20, 0.04], [-0.03, -0.04, -0.06]]}

=====

No. 12
{"formula": "C4H8N2", "method": "ωB97M-V/def2-TZVPD", "homo_ha": -0.3217, "gap_ev": 9.71, "largest_force_ev_per_a": 4.230, "charge": 0, "energy_ha": -266.61489, "lumo_ev": 0.956, "e_above_lowest_kcal_mol": 67.2, "spin_multiplicity": 1, "species": ["C", "C", "N", "C", "C", "N", "H", "H", "H", "H", "H", "H", "H", "H"], "positions_angstrom": [[-1.559370, -1.165349, -0.583266], [-0.159251, -0.974677, 0.007178], [0.534143, 0.264864, -0.581512], [1.450481, 0.895216, 0.305221], [0.738594, 1.764700, 1.260993], [0.119294, 2.454884, 1.950207], [-1.503799, -1.384685, -1.650935], [-2.183864, -0.263673, -0.453012], [-2.118735, -1.990923, -0.121645], [-0.276894, -0.839066, 1.111462], [0.771107, -1.182318, -0.648106], [-0.004648, 0.808212, -1.221809], [2.187928, 1.485211, -0.246647], [2.005014, 0.127607, 0.871871]], "atomic_forces_ev_per_a": [[0.25, -0.03, -0.24], [0.41, 1.27, -0.95], [-0.45, 1.34, -0.19], [0.00, 0.26, -0.02], [-0.34, 0.78, 0.82], [0.47, -0.57, -0.50], [-0.06, 0.05, -0.03], [0.34, -0.17, 0.03], [0.42, 0.15, 0.00], [0.79, -0.51, -0.82], [-1.21, -3.59, 1.88], [-0.35, 0.80, 0.10], [-0.09, 0.04, 0.13], [-0.18, 0.18, -0.22]]}

=====

- Look up the charge of the eighth one.
  0